Entry 1:
18
Properties=species:S:1:pos:R:3:lowdin_charge:R:1 method="wB97M-V/def2-TZVPD" total_energy_ha=-1710.9267 spin_multiplicity=1 gap_ev="7.0 / 7.0"
C 1.27 1.32 -3.06 -0.319
C 2.31 2.03 -2.47 -0.411
C 0.89 0.50 -1.12 -0.524
C -0.43 -0.73 2.15 -0.230
C -3.12 1.03 1.82 -1.147
C -1.68 -1.47 2.05 -0.426
C 0.52 -0.18 -0.06 -0.030
N 0.58 0.50 -2.40 0.035
N 0.06 -0.34 1.04 0.077
O -2.49 1.23 0.84 0.005
S 2.32 1.54 -0.88 1.039
S -3.15 -0.55 2.79 0.832
Cl -4.12 2.14 2.71 0.632
H 0.93 1.37 -4.09 0.110
H 3.12 2.61 -2.84 0.049
H 0.19 -0.77 3.06 0.132
H -1.90 -1.47 0.85 0.147
H -1.81 -2.40 2.48 0.030

***

Entry 2:
129
Properties=species:S:1:pos:R:3:lowdin_charge:R:1 method="wB97M-V/def2-TZVPD" total_energy_ha=-3196.4242 spin_multiplicity=3 s2=2.027 gap_ev="6.2 / 7.2"
O -3.01 0.85 -0.55 -0.433
V -2.85 -0.68 -0.12 0.759
C 0.84 0.26 -1.33 -0.083
C 0.55 0.00 0.14 -0.434
O -0.76 -0.19 0.54 -0.353
H 0.66 -0.57 -2.01 0.055
H 1.90 0.47 -1.45 0.052
H 0.18 1.06 -1.66 0.072
H 0.94 0.83 0.73 0.063
H 1.16 -0.87 0.42 0.084
C 1.72 -1.64 -5.60 -0.051
C 1.87 -3.12 -5.80 -0.481
C 0.54 -3.80 -6.17 -0.197
O -0.30 -3.71 -5.03 -0.213
C -1.60 -4.25 -5.33 -0.083
N 2.84 -3.36 -6.81 0.026
H 0.96 -1.43 -4.84 0.055
H 1.45 -1.23 -6.57 0.088
H 2.65 -1.18 -5.26 0.082
H 2.31 -3.56 -4.91 0.138
H 0.72 -4.87 -6.33 0.121
H 0.11 -3.40 -7.09 0.132
H -1.54 -5.29 -5.66 0.087
H -1.99 -3.60 -6.12 0.089
H -2.35 -4.21 -4.54 0.071
H 3.74 -3.16 -6.41 0.078
H 2.89 -4.37 -6.83 0.069
C 1.10 -3.88 2.78 -0.055
C 0.16 -2.99 3.61 -0.395
C 0.83 -1.76 4.18 -0.215
O 1.78 -2.05 5.17 -0.173
C 2.59 -0.98 5.53 -0.113
N -0.98 -2.63 2.77 0.061
H 0.54 -4.69 2.30 0.064
H 1.82 -4.32 3.47 0.073
H 1.75 -3.43 2.04 0.075
H -0.15 -3.64 4.43 0.140
H 0.13 -1.04 4.59 0.120
H 1.27 -1.19 3.36 0.121
H 2.04 -0.29 6.17 0.087
H 2.97 -0.48 4.64 0.073
H 3.48 -1.34 6.05 0.091
H -0.69 -1.98 2.05 0.045
H -1.61 -2.04 3.29 0.027
C -1.57 -4.78 -0.74 -0.042
C -1.64 -3.26 -0.64 -0.396
C -1.85 -2.69 -2.08 -0.168
O -2.04 -1.27 -2.08 -0.298
C -1.90 -0.62 -3.41 -0.008
N -2.67 -2.81 0.32 -0.010
H -2.50 -5.27 -1.03 0.088
H -1.19 -5.11 0.23 0.074
H -0.70 -5.07 -1.34 0.087
H -0.67 -2.92 -0.28 0.136
H -2.80 -3.03 -2.48 0.123
H -1.06 -3.04 -2.74 0.116
H -1.87 0.47 -3.35 0.088
H -2.79 -0.85 -4.00 0.091
H -1.04 -0.96 -3.98 0.068
H -3.39 -3.50 0.14 0.095
H -2.31 -3.21 1.18 0.059
C 7.06 2.58 -1.56 -0.069
C 6.16 2.14 -0.44 -0.452
C 4.69 2.00 -0.79 -0.209
O 4.12 3.29 -1.07 -0.180
C 2.72 3.27 -1.44 -0.085
N 6.62 0.84 0.09 0.026
H 6.79 3.50 -2.06 0.081
H 7.37 1.81 -2.27 0.080
H 8.05 2.89 -1.21 0.068
H 6.31 2.80 0.41 0.132
H 4.18 1.40 -0.04 0.113
H 4.72 1.40 -1.70 0.126
H 2.21 2.86 -0.57 0.052
H 2.49 2.65 -2.31 0.075
H 2.26 4.24 -1.65 0.084
H 6.14 0.58 0.94 0.062
H 7.54 1.07 0.43 0.065
C -3.06 1.51 2.63 -0.046
C -2.98 0.02 2.87 -0.407
C -3.62 -0.40 4.22 -0.132
O -3.43 -1.84 4.23 -0.258
C -4.05 -2.51 5.28 -0.104
N -3.86 -0.60 1.89 0.013
H -2.64 2.10 3.44 0.073
H -4.05 1.88 2.37 0.092
H -2.36 1.71 1.82 0.070
H -1.94 -0.31 2.89 0.111
H -4.69 -0.27 4.11 0.122
H -3.26 0.07 5.14 0.134
H -3.48 -2.38 6.20 0.093
H -4.03 -3.56 4.99 0.093
H -5.09 -2.22 5.39 0.089
H -4.74 -0.16 2.12 0.096
H -4.11 -1.45 2.37 0.078
C -4.83 2.85 -3.67 -0.070
C -4.91 3.53 -2.30 -0.413
C -3.71 4.41 -1.86 -0.219
O -2.49 3.77 -1.66 -0.165
C -1.44 4.24 -2.54 -0.088
N -6.21 4.20 -2.27 0.015
H -5.79 2.38 -3.88 0.063
H -4.13 2.02 -3.60 0.061
H -4.68 3.50 -4.53 0.075
H -4.98 2.71 -1.59 0.122
H -4.01 4.87 -0.92 0.117
H -3.64 5.29 -2.50 0.116
H -0.59 3.56 -2.52 0.068
H -0.96 5.20 -2.36 0.081
H -1.76 4.21 -3.58 0.081
H -6.23 4.93 -2.96 0.064
H -6.95 3.55 -2.51 0.062
C 0.70 2.18 3.81 -0.050
C 1.80 3.14 3.27 -0.393
C 3.20 2.39 3.15 -0.198
O 3.90 1.76 4.21 -0.207
C 4.31 2.62 5.32 -0.078
N 1.44 3.59 1.93 0.050
H 0.43 1.45 3.05 0.067
H -0.15 2.81 4.07 0.067
H 1.07 1.74 4.73 0.062
H 1.92 3.97 3.97 0.127
H 3.92 2.92 2.54 0.115
H 3.01 1.55 2.49 0.108
H 3.47 2.93 5.94 0.075
H 4.85 3.52 5.02 0.084
H 4.91 2.12 6.08 0.079
H 1.23 2.77 1.39 0.035
H 0.57 4.10 2.02 0.076

***

Entry 3:
91
Properties=species:S:1:pos:R:3:lowdin_charge:R:1 method="wB97M-V/def2-TZVPD" total_energy_ha=-3288.2256 spin_multiplicity=1 smiles="C#C[C@@](CC(=O)Cl)(OC(=O)COCCOCCOCC)P(O)O.O=C1c2ccccc2C(=O)c2ccccc21.O=C1c2ccccc2C(=O)c2ccccc21" gap_ev=8.1
C 6.61 -3.04 2.18 0.133
C 7.70 -3.03 1.67 -0.096
C 9.01 -3.04 0.86 -0.557
C 10.04 -3.86 1.72 -0.104
C 11.41 -4.16 1.02 -0.746
O 12.16 -4.88 1.58 0.055
Cl 11.92 -3.44 -0.55 0.687
O 8.79 -3.55 -0.45 -0.051
C 8.40 -4.89 -0.49 -0.367
O 9.23 -5.76 -0.56 0.170
C 6.91 -5.37 -0.51 -0.099
O 6.50 -5.83 0.79 -0.156
C 5.15 -6.29 0.76 -0.167
C 4.23 -5.51 1.77 -0.196
O 3.14 -6.29 2.23 -0.140
C 1.89 -5.89 1.66 -0.174
C 1.37 -4.50 2.18 -0.165
O 0.10 -4.26 1.54 -0.163
C 0.21 -3.19 0.60 -0.244
C -1.13 -3.15 -0.20 -0.100
P 9.53 -1.18 0.78 0.948
O 8.65 -0.45 2.02 -0.300
O 11.12 -1.07 1.32 -0.322
H 5.54 -2.92 2.37 0.057
H 10.29 -3.30 2.65 0.134
H 9.61 -4.84 2.02 0.141
H 6.83 -6.23 -1.20 0.139
H 6.19 -4.58 -0.84 0.136
H 5.14 -7.39 0.96 0.140
H 4.70 -6.14 -0.26 0.125
H 3.95 -4.55 1.27 0.113
H 4.82 -5.21 2.68 0.126
H 1.10 -6.63 1.94 0.137
H 1.96 -5.88 0.54 0.133
H 1.22 -4.49 3.28 0.137
H 2.07 -3.70 1.84 0.104
H 0.41 -2.24 1.16 0.130
H 1.04 -3.34 -0.14 0.131
H -1.18 -2.27 -0.88 0.107
H -1.96 -3.08 0.51 0.063
H -1.19 -4.07 -0.83 0.110
H 8.94 -0.90 2.84 0.056
H 11.13 -0.27 1.87 0.059
O -1.06 2.82 -0.02 0.107
C -2.03 2.68 0.70 -0.277
C -2.81 3.86 1.16 -0.105
C -2.42 5.13 0.75 0.000
C -3.17 6.24 1.15 -0.053
C -4.29 6.07 1.95 -0.048
C -4.67 4.80 2.37 0.001
C -3.92 3.70 1.99 -0.113
C -4.32 2.34 2.46 -0.306
O -5.26 2.21 3.22 0.105
C -3.56 1.16 1.98 -0.111
C -3.94 -0.11 2.39 0.002
C -3.26 -1.22 1.92 -0.038
C -2.18 -1.07 1.04 -0.080
C -1.79 0.20 0.65 0.016
C -2.47 1.32 1.12 -0.087
H -1.55 5.26 0.13 0.124
H -2.87 7.23 0.83 0.112
H -4.88 6.93 2.25 0.110
H -5.54 4.68 3.00 0.123
H -4.78 -0.24 3.06 0.121
H -3.56 -2.22 2.23 0.112
H -1.63 -1.99 0.65 -0.016
H -0.95 0.32 -0.03 0.122
O -5.00 6.26 -1.74 0.104
C -5.70 5.58 -2.47 -0.270
C -6.27 6.16 -3.72 -0.082
C -5.98 7.48 -4.05 -0.002
C -6.47 8.02 -5.23 -0.058
C -7.25 7.24 -6.08 -0.057
C -7.56 5.93 -5.74 -0.001
C -7.07 5.39 -4.55 -0.083
C -7.42 3.99 -4.19 -0.278
O -8.17 3.34 -4.89 0.105
C -6.84 3.41 -2.96 -0.083
C -7.12 2.09 -2.62 0.001
C -6.56 1.52 -1.49 -0.042
C -5.70 2.27 -0.69 -0.025
C -5.42 3.59 -1.01 0.026
C -5.99 4.16 -2.14 -0.070
H -5.36 8.09 -3.40 0.120
H -6.24 9.04 -5.50 0.107
H -7.63 7.66 -7.01 0.107
H -8.17 5.33 -6.40 0.121
H -7.79 1.50 -3.24 0.121
H -6.78 0.49 -1.23 0.110
H -5.25 1.82 0.19 0.091
H -4.76 4.17 -0.38 0.093

***

Entry 4:
70
Properties=species:S:1:pos:R:3:lowdin_charge:R:1 method="wB97M-V/def2-TZVPD" charge=+1 total_energy_ha=-2549.5753 spin_multiplicity=1 gap_ev=3.7
C -2.18 -1.84 4.64 -0.095
O -3.06 -2.80 4.12 -0.157
C -2.46 -3.57 3.09 -0.080
B -2.27 -2.75 1.77 -0.454
O -0.98 -2.63 1.20 0.291
B -0.74 -1.30 0.90 -0.589
C 0.52 -0.51 1.42 -0.046
C 0.21 0.90 1.97 -0.143
C 0.27 0.98 3.49 -0.245
O -0.90 1.67 3.92 -0.053
O -1.71 -0.70 0.12 0.279
B -2.91 -0.77 0.87 -0.504
C -3.61 0.52 1.37 -0.019
C -5.18 0.43 1.40 -0.085
C -5.69 0.15 2.76 -0.225
F -5.44 -1.09 3.23 0.093
C -6.39 0.98 3.53 -0.307
F -7.32 0.57 4.37 0.162
F -6.21 2.29 3.56 0.152
O -3.31 -2.07 1.15 0.329
H -2.00 -1.01 3.94 0.080
H -1.22 -2.26 4.95 0.100
H -2.65 -1.41 5.52 0.104
H -1.53 -4.05 3.40 0.125
H -3.16 -4.38 2.88 0.137
H 0.95 -1.10 2.24 0.117
H 1.29 -0.47 0.65 0.045
H 0.92 1.62 1.58 0.081
H -0.78 1.25 1.68 0.114
H 0.35 0.00 3.95 0.111
H 1.15 1.56 3.80 0.120
H -0.97 1.65 4.87 0.099
H -3.27 1.36 0.77 0.119
H -3.25 0.72 2.38 0.124
H -5.48 -0.40 0.78 0.130
H -5.56 1.38 1.04 0.127
C 4.84 3.63 0.11 -0.139
C 3.85 4.65 0.67 -0.140
C 2.59 3.81 0.87 -0.169
O 3.05 2.47 1.18 -0.210
C 4.46 2.40 0.90 -0.218
H 5.88 3.90 0.23 0.125
H 4.65 3.47 -0.95 0.125
H 4.20 5.03 1.63 0.123
H 3.68 5.50 0.01 0.125
H 1.99 3.77 -0.04 0.127
H 1.96 4.16 1.68 0.126
H 4.99 2.35 1.86 0.132
H 4.61 1.46 0.37 0.086
C 0.05 -2.55 -2.40 -0.120
C -0.48 -2.57 -3.81 -0.103
O 0.43 -1.71 -4.56 -0.239
S 1.92 -1.84 -3.90 0.594
O 2.63 -2.79 -4.72 -0.229
O 2.41 -0.56 -3.60 -0.169
O 1.49 -2.55 -2.55 -0.173
H -0.23 -1.64 -1.88 0.128
H -0.26 -3.41 -1.82 0.152
H -1.49 -2.19 -3.88 0.154
H -0.43 -3.57 -4.24 0.142
Li 3.03 -0.09 0.58 0.833
O 4.60 -0.66 -7.65 -0.125
C 3.37 -0.60 -7.89 -0.502
C 2.48 0.19 -6.74 -0.474
O 1.16 0.16 -7.00 -0.297
H 2.74 -1.68 -7.84 0.009
H 3.07 -0.15 -8.87 0.117
H 2.92 1.19 -6.63 0.126
H 2.84 -0.37 -5.82 0.049
Mg 1.54 -2.09 -6.61 0.995

***

Entry 5:
13
Properties=species:S:1:pos:R:3:lowdin_charge:R:1 method="wB97M-V/def2-TZVPD" total_energy_ha=-1404.6069 spin_multiplicity=1 smiles="S=CN/C=C/SC=S" gap_ev=7.4
S 3.77 -0.08 -0.95 0.521
C 3.00 -0.45 0.59 -0.574
N 1.74 -0.29 1.15 -0.047
C 0.75 0.35 0.51 -0.258
C -0.65 0.02 0.72 -0.527
S -1.49 1.32 0.07 0.835
C -3.01 0.43 -0.46 -0.933
S -3.16 -1.20 -0.35 0.596
H 3.46 -1.04 1.25 0.003
H 1.46 -1.01 1.69 0.096
H 1.14 1.28 -0.09 0.135
H -0.93 -0.98 1.39 0.132
H -3.86 1.03 -0.87 0.021

***

Entry 6:
94
Properties=species:S:1:pos:R:3:lowdin_charge:R:1 method="wB97M-V/def2-TZVPD" charge=+1 total_energy_ha=-5908.2687 spin_multiplicity=6 s2=8.756 gap_ev="8.4 / 8.5"
Mn 0.17 0.28 0.41 0.927
C -1.38 2.62 -1.71 -0.052
O -1.58 1.57 -0.76 -0.263
C -2.82 0.88 -0.96 -0.163
C -2.56 -0.59 -0.68 -0.171
O -1.24 -0.92 -1.09 -0.343
C -1.11 -1.17 -2.49 -0.062
H -2.07 3.44 -1.54 0.104
H -1.52 2.22 -2.72 0.096
H -0.36 2.98 -1.61 0.076
H -3.15 1.05 -1.99 0.124
H -3.59 1.28 -0.29 0.137
H -3.30 -1.21 -1.19 0.138
H -2.61 -0.80 0.39 0.103
H -1.78 -1.97 -2.79 0.101
H -0.08 -1.47 -2.66 0.089
H -1.32 -0.27 -3.07 0.091
F 5.49 -1.10 -0.21 0.067
C 4.57 -0.11 -0.19 -0.269
C 3.24 -0.44 -0.07 -0.085
C 2.26 0.54 -0.04 -0.133
C 2.69 1.89 -0.14 -0.166
C 4.05 2.16 -0.26 -0.224
F 4.48 3.44 -0.32 0.059
C 5.02 1.19 -0.30 0.070
C 1.69 2.99 0.02 -0.236
C 1.85 4.29 -0.47 0.002
C 0.90 5.25 -0.16 -0.040
C -0.20 4.90 0.62 -0.056
C -0.31 3.59 1.00 -0.143
N 0.60 2.65 0.70 0.029
H 2.99 -1.49 0.02 0.010
H 6.07 1.44 -0.39 0.137
H 2.71 4.54 -1.07 0.117
H 1.02 6.26 -0.52 0.118
H -0.95 5.63 0.90 0.112
H -1.17 3.25 1.57 0.120
C -1.69 -2.08 4.35 0.024
N -0.69 -1.01 4.20 -0.022
C 0.03 -0.52 5.25 -0.018
C 0.96 0.43 5.10 0.021
C 1.20 0.89 3.77 -0.339
N 0.49 0.42 2.76 0.146
C -0.46 -0.50 2.94 -0.506
O -1.10 -0.90 1.95 -0.053
N 2.15 1.78 3.48 0.217
H -1.78 -2.30 5.41 0.096
H -1.36 -2.97 3.82 0.089
H -2.64 -1.76 3.95 0.101
H -0.21 -0.95 6.22 0.140
H 1.52 0.81 5.95 0.119
H 2.78 2.13 4.19 0.124
H 2.32 2.01 2.51 0.096
C -1.15 -5.54 -1.00 -0.113
C 0.33 -5.97 -1.12 -0.625
C 0.76 -5.62 -2.55 -0.099
C 0.40 -7.50 -0.94 -0.080
Si 1.47 -5.11 0.14 0.492
Br 0.74 -2.95 0.13 0.666
C 3.29 -5.03 -0.38 -0.620
C 3.82 -6.44 -0.72 -0.079
C 4.15 -4.47 0.77 -0.096
C 3.53 -4.13 -1.60 -0.101
C 1.17 -5.65 1.94 -0.624
C -0.33 -5.89 2.19 -0.106
C 1.93 -6.96 2.24 -0.081
C 1.61 -4.59 2.98 -0.118
H -1.71 -6.00 -1.82 0.089
H -1.27 -4.46 -1.08 0.038
H -1.62 -5.86 -0.07 0.061
H 0.03 -6.06 -3.25 0.091
H 1.73 -6.04 -2.81 0.064
H 0.79 -4.54 -2.73 0.075
H -0.22 -7.97 -1.71 0.094
H 0.01 -7.83 0.02 0.063
H 1.41 -7.89 -1.05 0.072
H 3.70 -7.15 0.10 0.070
H 4.89 -6.37 -0.95 0.095
H 3.33 -6.86 -1.60 0.066
H 4.17 -5.13 1.63 0.064
H 3.81 -3.48 1.10 0.068
H 5.18 -4.35 0.41 0.093
H 3.18 -4.57 -2.53 0.063
H 4.61 -3.97 -1.71 0.092
H 3.07 -3.14 -1.51 0.038
H -0.72 -6.73 1.63 0.063
H -0.93 -5.00 1.95 0.069
H -0.47 -6.11 3.26 0.090
H 1.67 -7.77 1.56 0.072
H 1.68 -7.29 3.26 0.092
H 3.01 -6.83 2.20 0.066
H 1.07 -3.65 2.84 0.032
H 2.67 -4.38 2.96 0.062
H 1.37 -4.98 3.98 0.088

***

Entry 7:
74
Properties=species:S:1:pos:R:3:lowdin_charge:R:1 method="wB97M-V/def2-TZVPD" charge=-1 total_energy_ha=-12883.6115 spin_multiplicity=4 s2=3.790 gap_ev="7.0 / 7.1"
V -0.85 0.64 2.16 0.372
I -1.21 2.34 -0.04 1.150
C -3.07 1.45 -0.38 -0.564
C -3.68 1.71 -1.58 -0.162
C -4.96 1.18 -1.82 -0.095
C -5.58 0.44 -0.86 -0.049
C -4.96 0.17 0.38 -0.171
C -5.63 -0.57 1.38 -0.058
C -5.01 -0.81 2.57 -0.087
C -3.70 -0.35 2.80 -0.146
C -2.97 0.35 1.87 -0.251
C -3.64 0.66 0.64 -0.233
H -3.19 2.32 -2.33 0.083
H -5.45 1.37 -2.78 0.096
H -6.58 0.04 -1.03 0.104
H -6.63 -0.94 1.18 0.100
H -5.53 -1.37 3.35 0.095
H -3.25 -0.57 3.76 0.077
Br -1.77 2.50 3.90 0.008
C 0.10 5.26 2.42 -0.538
Br 1.31 5.03 1.03 0.570
H 0.35 4.81 3.36 -0.040
H -0.93 5.42 2.12 -0.024
N 3.94 -5.77 -0.48 0.081
C 2.88 -4.86 -0.40 -0.328
C 1.56 -5.31 -0.37 -0.036
C 0.52 -4.40 -0.33 -0.067
C 0.78 -3.04 -0.33 -0.292
C 2.09 -2.58 -0.36 -0.054
C 3.13 -3.48 -0.40 -0.029
S -0.56 -1.88 -0.29 0.595
O -0.26 -0.83 -1.22 -0.359
O -1.78 -2.62 -0.44 -0.291
N -0.46 -1.19 1.18 -0.147
C -0.56 -1.92 2.32 -0.447
N -0.65 -1.06 3.36 0.029
C -0.67 -1.52 4.60 -0.086
C -0.63 -2.89 4.82 -0.052
C -0.58 -3.69 3.69 -0.119
N -0.55 -3.24 2.44 0.164
H 3.73 -6.67 -0.09 0.080
H 4.82 -5.41 -0.13 0.080
H 1.36 -6.37 -0.38 0.105
H -0.51 -4.74 -0.28 0.110
H 2.28 -1.52 -0.35 0.053
H 4.15 -3.12 -0.42 0.109
H -0.74 -0.77 5.38 0.127
H -0.65 -3.30 5.81 0.092
H -0.57 -4.78 3.80 0.106
C 0.03 2.06 -4.06 -0.213
Ge 1.95 2.39 -3.82 0.751
C 2.23 4.15 -3.01 -0.226
C 2.85 2.34 -5.58 -0.232
C 2.66 0.95 -2.68 -0.595
Se 2.37 1.22 -0.76 0.837
C 3.95 2.28 -0.40 -0.403
H -0.43 2.84 -4.66 0.017
H -0.46 2.02 -3.09 -0.030
H -0.13 1.10 -4.55 0.024
H 1.61 4.90 -3.52 0.018
H 3.27 4.47 -3.07 0.015
H 1.92 4.12 -1.96 -0.025
H 2.43 3.09 -6.25 0.010
H 2.73 1.36 -6.04 0.012
H 3.91 2.54 -5.46 0.010
H 3.72 0.73 -2.84 0.014
H 2.11 0.03 -2.91 0.008
H 4.10 3.03 -1.17 0.005
H 4.84 1.66 -0.31 0.016
H 3.78 2.79 0.55 0.002
F 1.85 0.67 2.24 -0.156
C 0.94 1.47 2.99 -0.473
F 1.23 1.17 4.31 -0.092
H 1.27 2.50 2.82 0.045